No. 1
Here is a structure of composition C37H37F3N4O4PRhSSb from the Open Molecules 2025 dataset. Energies are from ωB97M-V/def2-TZVPD.

Structure (XYZ):
```
89
Properties=species:S:1:pos:R:3:lowdin_charge:R:1
Sb -1.125 1.244 2.389 1.811
Rh 0.164 0.076 -1.373 0.986
S -1.403 1.993 -0.671 0.229
P 2.273 0.984 -2.191 0.940
F -7.285 0.719 2.515 0.088
F 0.615 2.135 8.281 0.089
F 1.577 -4.232 1.221 0.082
O -1.923 0.611 -0.340 -0.460
O -2.230 3.048 -0.183 -0.275
O -1.078 1.991 -2.116 -0.368
O -0.038 1.943 0.048 -0.521
N -2.565 -3.361 -1.751 -0.076
N -1.010 -1.546 -2.211 -0.198
N -0.913 -3.603 -3.505 -0.078
N -2.774 -2.079 -3.793 -0.078
C -5.359 1.966 2.979 0.015
C 3.034 2.767 -0.226 -0.116
C 5.017 0.580 -1.693 -0.075
C 2.111 3.755 -2.221 -0.074
C 2.218 5.011 -1.641 -0.055
C -3.214 1.017 2.427 -0.351
C 3.760 0.004 -1.866 -0.369
C -0.518 1.565 4.398 -0.356
C 2.221 1.154 -4.001 -0.219
C 1.007 -0.677 1.365 -0.157
C -1.064 2.609 5.140 -0.113
C 4.759 -2.190 -1.729 -0.069
C -5.220 -0.216 1.931 0.016
C -0.209 -3.048 2.177 0.007
C -0.139 -2.538 -2.911 -0.185
C -0.817 -1.824 2.432 -0.100
C -3.492 -2.783 -2.730 -0.146
C 0.249 1.952 7.009 -0.269
C 0.994 -3.057 1.500 -0.281
C -0.232 -0.634 2.009 -0.363
C -1.998 -1.009 -3.206 -0.158
C -3.841 -0.105 1.894 -0.113
C -1.665 -4.283 -2.445 -0.151
C -1.870 -3.019 -4.453 -0.151
C -3.978 2.060 2.943 -0.103
C 0.442 0.737 4.974 -0.109
C -0.691 2.806 6.457 0.011
C 3.643 -1.384 -1.886 -0.128
C -5.952 0.822 2.481 -0.266
C 1.627 -1.892 1.101 -0.002
C 3.147 4.022 0.344 -0.064
C -1.789 -2.292 -1.165 -0.164
C 6.006 -1.608 -1.542 -0.061
C 0.828 0.922 6.291 0.009
C 6.132 -0.226 -1.526 -0.058
C 2.529 2.630 -1.518 -0.388
C 2.739 5.145 -0.364 -0.060
H 2.241 0.157 -4.442 0.047
H -1.322 -2.499 -5.241 0.132
H 3.343 1.893 0.337 0.105
H -4.159 -2.084 -2.223 0.135
H -0.963 -4.712 -1.727 0.131
H -2.437 -1.571 -0.672 0.102
H 1.513 0.244 1.097 0.081
H -5.974 2.763 3.372 0.129
H 1.562 0.285 6.764 0.127
H 3.550 4.126 1.343 0.110
H -5.733 -1.078 1.528 0.127
H 5.125 1.657 -1.688 0.110
H -0.654 -3.980 2.498 0.132
H -1.443 -0.476 -3.980 0.132
H -1.074 -2.695 -0.445 0.114
H 0.557 -2.954 -2.177 0.117
H -1.790 3.284 4.702 0.093
H -2.248 -5.090 -2.888 0.133
H -1.749 -1.820 2.984 0.111
H -2.637 -0.299 -2.681 0.123
H -4.089 -3.583 -3.170 0.133
H 0.890 -0.070 4.406 0.096
H 3.087 1.713 -4.357 0.066
H -3.512 2.970 3.299 0.096
H 6.880 -2.232 -1.414 0.113
H 0.424 -2.012 -3.688 0.123
H 4.658 -3.267 -1.750 0.112
H -1.108 3.603 7.057 0.129
H 7.105 0.227 -1.388 0.113
H 2.602 -1.938 0.634 0.112
H 1.688 3.667 -3.212 0.105
H 2.669 -1.842 -2.033 0.072
H 1.305 1.658 -4.307 0.048
H 2.823 6.126 0.085 0.111
H -2.453 -3.822 -4.904 0.133
H -3.269 -0.890 1.418 0.081
H 1.887 5.883 -2.189 0.113
```

- multiplicity = 5
- gap between HOMO and LUMO (alpha / beta) (eV) = 8.658 / 6.848
- HOMO level (alpha / beta) (eV) = -10.71 / -11.54
- total charge = +1
- strongest force on any atom (eV/Å) = 0.3
- energy relative to the best compared isomer or geometry (same formula, charge and spin) (kJ/mol) = 0.00

=====

No. 2
Here is a structure of composition C37H37N5O5SV from the Open Molecules 2025 dataset. Energies are from ωB97M-V/def2-TZVPD.

Structure (XYZ):
```
86
Properties=species:S:1:pos:R:3:lowdin_charge:R:1
V 0.019 -0.181 0.521 0.659
S -0.923 -0.437 2.611 0.710
O -2.173 0.481 0.561 -0.174
O 5.009 -2.212 1.373 -0.114
O 0.175 1.431 -0.409 -0.138
O 1.782 -5.833 -2.451 -0.085
O -1.198 -0.861 -1.587 -0.165
N 2.633 -2.441 0.447 0.164
N -3.454 -1.015 1.971 0.097
N 0.362 -2.213 0.041 0.044
N 1.460 -4.221 -0.418 0.153
N -3.169 1.218 2.579 0.062
C -3.949 3.771 -1.258 -0.089
C -3.411 1.277 3.964 -0.256
C -4.122 1.648 -0.169 -0.013
C 2.452 0.992 1.832 -0.129
C 2.479 -5.185 -0.322 -0.158
C 0.306 3.518 -1.510 -0.026
C -3.592 2.543 4.525 -0.037
C -4.737 2.741 -0.746 -0.074
C 3.272 -5.357 0.802 -0.022
C -0.432 -0.950 -2.789 -0.027
C 6.343 -2.156 1.836 -0.081
C 4.417 -7.181 -0.260 -0.084
C -0.882 -2.801 -0.266 -0.227
C -2.972 -2.473 -1.462 -0.001
C 3.603 -7.044 -1.381 -0.020
C -3.785 0.315 6.136 -0.089
C -1.412 -3.951 0.313 -0.022
C 4.252 -6.344 0.827 -0.084
C -1.694 -2.068 -1.139 -0.257
C -1.910 2.566 -0.635 -0.082
C -3.868 2.688 5.873 -0.101
C -0.477 2.467 -0.774 -0.337
C 3.736 1.110 2.324 -0.094
C 2.913 -1.194 1.071 -0.167
C -3.968 1.572 6.693 -0.113
C 2.640 -6.051 -1.415 -0.219
C -3.478 -3.638 -0.897 -0.085
C 1.989 -0.167 1.179 -0.168
C 1.871 -6.702 -3.567 -0.069
C 1.461 -2.932 0.049 -0.323
C -2.554 0.077 1.965 -0.852
C -2.699 -4.366 -0.009 -0.083
C 4.645 0.058 2.190 -0.040
C -2.737 1.563 -0.073 -0.214
C -3.509 0.156 4.785 -0.046
C -2.578 3.675 -1.209 -0.031
C 4.225 -1.096 1.566 -0.227
H -5.817 2.794 -0.789 0.103
H 0.420 -1.622 -2.656 0.095
H 1.106 -6.375 -4.265 0.094
H -0.827 -4.501 1.038 0.123
H -1.985 4.471 -1.636 0.100
H 6.792 -3.115 1.590 0.090
H -4.482 -3.964 -1.133 0.103
H 6.899 -1.356 1.341 0.095
H -3.516 3.418 3.889 0.109
H -4.410 4.641 -1.706 0.102
H -2.749 2.076 2.250 0.130
H 4.051 2.022 2.817 0.098
H -4.003 3.681 6.284 0.098
H 0.218 4.501 -1.039 0.085
H -3.852 -0.567 6.762 0.100
H 6.379 -2.004 2.917 0.096
H -4.721 0.850 0.246 0.107
H -3.564 -1.856 -2.126 0.127
H 3.123 -4.723 1.666 0.124
H 1.681 -7.737 -3.277 0.098
H 4.869 -6.459 1.708 0.105
H -1.059 -1.306 -3.609 0.097
H 1.354 3.229 -1.499 0.086
H -3.099 -5.258 0.456 0.105
H 3.440 -3.033 0.324 0.121
H 2.851 -6.630 -4.044 0.097
H 1.772 1.828 1.952 0.090
H -3.037 -1.842 1.562 0.063
H 5.173 -7.955 -0.244 0.105
H 5.650 0.154 2.575 0.097
H -4.343 -0.791 1.543 0.089
H -3.371 -0.830 4.371 0.085
H -4.181 1.682 7.748 0.094
H 0.696 -4.457 -1.033 0.139
H -0.020 3.629 -2.549 0.085
H -0.075 0.055 -3.000 0.096
H 3.732 -7.711 -2.221 0.104
```

- multiplicity = 2
- gap between HOMO and LUMO (alpha / beta) (eV) = 5.519 / 5.297
- HOMO level (alpha / beta) (eV) = -5.38 / -5.19
- strongest force on any atom (eV/Å) = 0.8

=====

No. 3
Here is a structure of composition C37H37N6O2PtS at a distorted geometry from the Open Molecules 2025 dataset. Energies are from ωB97M-V/def2-TZVPD.

Structure (XYZ):
```
84
Properties=species:S:1:pos:R:3:lowdin_charge:R:1
Pt 0.065 0.039 -0.012 1.140
S 2.433 -2.958 -0.246 0.615
O 1.940 -2.646 -1.548 -0.272
O 1.961 -4.121 0.447 -0.270
N -1.271 0.283 -1.657 -0.080
N 1.306 -0.186 2.206 -0.009
N 2.009 -1.659 0.669 -0.009
N -0.935 -1.422 1.175 -0.041
N 0.656 1.961 1.812 0.110
N 0.983 1.435 -1.209 -0.118
C 2.246 1.463 3.752 -0.190
C -2.510 -0.433 -1.945 -0.206
C 3.056 1.534 1.505 -0.076
C -1.518 -3.036 -0.638 -0.174
C -0.480 -1.759 2.329 -0.228
C -0.687 -3.077 2.931 0.002
C -0.303 2.878 -5.196 -0.098
C 3.087 1.263 0.010 -0.166
C -1.229 -2.380 5.251 -0.062
C 2.290 -1.173 1.795 -0.314
C 4.824 -2.059 -1.159 -0.053
C -0.769 0.995 -2.652 -0.246
C 0.328 1.859 -2.267 -0.247
C 4.905 -3.825 0.510 -0.070
C -0.908 1.635 -5.110 -0.064
C -1.976 -2.273 0.603 -0.193
C 0.276 3.566 -4.143 -0.071
C 0.585 3.106 -2.875 -0.015
C 1.806 2.701 4.349 -0.015
C -2.343 -1.802 -2.652 -0.183
C 6.937 -2.902 -0.383 -0.059
C 0.893 3.443 3.716 -0.005
C 3.394 -1.377 2.699 0.030
C 0.327 -0.773 3.060 -0.129
C 6.291 -3.796 0.461 -0.059
C 6.209 -2.036 -1.191 -0.057
C 3.091 0.588 4.338 -0.015
C -2.571 -2.996 -1.739 -0.199
C 0.289 2.993 2.455 -0.090
C 1.780 1.193 2.337 -0.385
C 3.622 -0.657 3.824 -0.014
C -1.189 0.864 -3.994 -0.005
C -0.968 -3.344 4.215 -0.044
C 0.005 -0.410 4.315 0.029
C -0.853 -1.087 5.252 -0.050
C 4.191 -2.956 -0.305 -0.294
C 2.192 2.151 -0.826 -0.220
H 4.370 -4.514 1.151 0.117
H -0.306 3.364 -6.163 0.103
H -1.333 -1.868 -3.064 0.119
H -3.051 -0.550 -1.013 0.092
H -2.790 -1.601 0.356 0.099
H 8.018 -2.886 -0.419 0.112
H 1.938 3.064 -0.274 0.117
H -3.125 0.217 -2.571 0.120
H -0.542 3.556 2.037 0.127
H 6.867 -4.476 1.074 0.113
H -0.596 -2.580 -1.011 0.076
H -1.744 -2.749 6.129 0.112
H -0.576 -3.901 2.233 0.126
H -2.520 -3.909 -2.334 0.115
H 2.176 2.999 5.323 0.130
H -1.267 -4.065 -0.374 0.117
H 3.187 2.606 1.678 0.142
H 2.813 0.238 -0.218 0.070
H -3.579 -2.954 -1.313 0.120
H 6.722 -1.352 -1.854 0.113
H 0.587 4.582 -4.357 0.111
H -1.086 -4.386 4.489 0.118
H 3.907 1.037 1.962 0.115
H -1.114 -0.508 6.130 0.112
H 0.540 4.365 4.161 0.114
H 1.105 3.811 -2.240 0.101
H 0.431 0.506 4.696 0.104
H -1.284 1.233 -6.044 0.112
H -3.048 -1.859 -3.485 0.115
H 3.470 0.885 5.311 0.126
H -1.774 -0.021 -4.200 0.089
H 4.086 -2.180 2.477 0.110
H 4.128 1.387 -0.297 0.126
H 2.724 2.449 -1.731 0.125
H 4.229 -1.416 -1.795 0.116
H -2.356 -2.956 1.362 0.118
H 4.408 -1.075 4.445 0.121
```

- multiplicity = 1
- gap between HOMO and LUMO (eV) = 4.936
- HOMO level (eV) = -9.24
- total charge = +1
- strongest force on any atom (eV/Å) = 2.3
- energy relative to the best compared isomer or geometry (same formula, charge and spin) (kJ/mol) = 406.16

=====

No. 4
Here is a structure of composition C37H38AsIIrN2O9P2 at a distorted geometry from the Open Molecules 2025 dataset. Energies are from ωB97M-V/def2-TZVPD.

Structure (XYZ):
```
91
Properties=species:S:1:pos:R:3:lowdin_charge:R:1
Ir 0.937 0.246 2.260 1.055
I -2.105 -0.827 2.616 0.929
As -3.454 2.409 -2.027 1.323
P 0.307 0.840 0.019 0.900
P 0.868 1.264 4.401 0.502
O 1.954 0.703 5.371 -0.261
O 1.092 2.823 4.484 -0.280
O -0.496 0.899 5.066 -0.357
O 2.588 -2.855 -2.093 0.056
O 2.762 -0.549 2.254 -0.275
O 1.847 -4.899 -2.046 0.225
O 3.101 -7.570 1.850 0.122
O 4.022 -1.629 3.757 0.157
O 3.372 -6.556 3.739 0.131
N 3.228 -6.589 2.542 -0.343
N 2.369 -3.984 -1.491 -0.184
C 1.532 2.097 -0.436 -0.364
C -0.801 1.247 6.452 -0.024
C 3.339 1.168 5.414 -0.028
C -4.598 0.122 -0.715 -0.146
C -0.137 -1.612 2.691 -0.800
C -0.854 -2.668 -1.755 -0.024
C 2.855 1.816 -0.773 -0.097
C -3.957 0.523 -1.887 -0.422
C 3.303 -4.114 2.579 0.123
C 3.363 -1.629 2.757 -0.540
C 1.269 -0.856 -2.043 -0.002
C 1.274 -2.114 -2.807 -0.100
C 2.736 -4.024 -0.090 -0.089
C -2.256 3.114 -6.026 -0.078
C -2.243 2.976 -4.642 -0.120
C -3.381 2.548 -3.967 -0.439
C -4.973 -1.203 -0.523 -0.088
C 0.075 -2.942 -2.708 -0.008
C -4.733 -2.141 -1.516 -0.083
C -3.709 -0.432 -2.873 -0.105
C 1.146 3.432 -0.270 -0.113
C -1.338 1.539 -0.294 -0.437
C -3.406 2.824 -6.743 -0.072
C 3.360 4.166 -0.854 -0.042
C -4.539 2.279 -4.693 -0.127
C 0.287 3.738 3.708 -0.062
C 3.118 -5.275 1.852 -0.075
C -4.550 2.411 -6.073 -0.068
C 2.053 4.456 -0.483 -0.048
C 0.341 -0.619 -1.076 -0.320
C 3.171 -2.881 1.947 -0.085
C -1.515 2.081 -1.708 -0.426
C 2.828 -5.273 0.507 0.121
C 3.759 2.846 -0.989 -0.049
C -0.718 -1.554 -0.899 -0.031
C -4.106 -1.750 -2.695 -0.093
C 2.896 -2.827 0.592 0.087
H -5.485 -1.496 0.385 0.108
H -1.519 2.303 0.467 0.085
H 2.061 -0.158 -2.265 0.112
H -1.368 3.455 -6.541 0.107
H -1.338 3.229 -4.103 0.086
H -1.142 1.393 -2.471 0.073
H 3.222 0.800 -0.820 0.096
H -1.882 1.222 6.531 0.099
H 0.026 -2.028 3.682 -0.021
H 1.652 -2.003 -3.819 0.163
H -0.730 3.362 3.592 0.088
H 0.131 3.685 0.008 0.097
H -2.047 0.737 -0.083 0.006
H -4.834 0.860 0.046 0.096
H 2.699 -6.199 -0.037 0.149
H 1.737 5.484 -0.367 0.120
H 3.345 2.246 5.547 0.091
H -5.064 -3.163 -1.388 0.111
H -0.990 3.028 -1.825 0.052
H 3.551 -4.165 3.632 0.151
H -0.347 0.506 7.103 0.099
H -3.417 2.933 -7.819 0.111
H 4.781 2.612 -1.253 0.119
H -5.455 2.196 -6.626 0.112
H -3.948 -2.473 -3.486 0.110
H -3.236 -0.137 -3.802 0.105
H -1.475 -1.390 -0.141 0.042
H -0.053 -3.760 -3.401 0.132
H -1.743 -3.279 -1.672 0.123
H 0.756 3.886 2.736 0.074
H 3.844 0.862 4.503 0.075
H -5.444 1.966 -4.183 0.107
H 2.799 -1.876 0.090 0.120
H 4.065 4.967 -1.030 0.121
H 0.267 4.674 4.258 0.104
H 3.778 0.671 6.272 0.105
H -0.423 2.242 6.680 0.095
H -0.058 -2.392 1.936 -0.046
```

- multiplicity = 6
- gap between HOMO and LUMO (alpha / beta) (eV) = 4.922 / 4.180
- HOMO level (alpha / beta) (eV) = -12.66 / -12.66
- total charge = +2
- strongest force on any atom (eV/Å) = 1.1
- energy relative to the best compared isomer or geometry (same formula, charge and spin) (kJ/mol) = 149.78

=====

No. 5
Here is a structure of composition C37H38IrN4O2 from the Open Molecules 2025 dataset. Energies are from ωB97M-V/def2-TZVPD.

Structure (XYZ):
```
82
Properties=species:S:1:pos:R:3:lowdin_charge:R:1
Ir -0.161 0.600 -0.307 1.262
O -0.135 -0.520 2.299 -0.067
O -2.157 -2.162 0.876 0.062
N -0.508 -0.607 -1.967 -0.111
N 0.031 2.193 0.943 -0.130
N -1.539 1.921 -0.998 -0.146
N 1.687 0.828 -1.979 0.006
C 1.010 -3.152 1.866 -0.059
C -2.873 -0.039 -1.576 -0.193
C 1.546 0.029 -2.989 -0.251
C 1.552 -2.466 -0.369 -0.058
C 2.140 -3.681 -0.612 -0.117
C -1.987 -2.973 4.328 -0.061
C -1.659 3.088 -0.396 -0.251
C -0.731 -1.205 3.261 -0.250
C -0.774 3.227 0.752 -0.248
C -1.701 -2.484 5.583 -0.130
C 2.160 -4.684 0.373 -0.156
C 2.692 1.863 -2.021 -0.252
C -2.015 -2.878 1.848 -0.408
C -2.520 1.410 -1.941 -0.231
C 0.341 -0.865 -2.926 -0.243
C 1.120 2.267 1.912 -0.231
C -2.851 5.360 -0.442 -0.168
C -1.575 -2.339 3.146 -0.116
C 0.272 -0.872 0.954 -0.297
C -0.827 4.334 1.687 -0.067
C 2.520 -0.690 -5.277 -0.151
C 2.418 1.646 1.397 -0.206
C -0.955 -1.304 5.687 -0.116
C -2.430 6.036 0.717 -0.191
C 0.754 -2.375 -4.974 -0.142
C 0.114 -1.961 -3.829 -0.054
C 1.824 -1.827 -5.678 -0.175
C -2.345 -4.362 1.744 -0.025
C -2.547 4.112 -0.909 -0.069
C -1.876 -1.094 -2.072 -0.234
C 3.206 2.551 0.450 -0.210
C -0.486 -0.690 4.553 -0.009
C 0.891 -2.154 0.854 -0.234
C 2.401 0.095 -4.154 -0.052
C 1.621 -4.377 1.611 -0.143
C -1.538 5.513 1.653 -0.169
C 2.576 2.900 -0.904 -0.195
H -2.981 3.873 -1.869 0.068
H -2.001 -2.005 -1.481 0.102
H 2.623 -5.646 0.187 0.068
H -0.669 -2.631 -3.501 0.084
H -0.279 4.177 2.603 0.064
H -2.955 -0.101 -0.489 0.089
H -3.530 5.921 -1.084 0.079
H 0.347 -3.293 -5.394 0.087
H -1.378 6.142 2.528 0.081
H 0.809 1.743 2.818 0.098
H -3.437 2.003 -1.917 0.090
H 3.305 -0.365 -5.959 0.085
H -2.059 -2.996 6.467 0.079
H 2.137 -2.320 -6.591 0.065
H 1.612 -1.683 -1.104 0.065
H 1.676 -5.104 2.417 0.084
H 0.673 -2.975 2.874 0.088
H 3.048 1.441 2.271 0.105
H 2.601 2.417 -2.968 0.104
H 4.189 2.098 0.265 0.099
H -2.500 -4.587 0.691 0.077
H 3.103 0.916 -4.128 0.060
H 1.332 3.307 2.176 0.094
H 3.090 3.798 -1.269 0.098
H -2.108 -1.316 -3.120 0.099
H -3.852 -0.284 -2.009 0.100
H -1.537 -4.980 2.137 0.075
H 1.525 3.168 -0.786 0.097
H -2.841 7.020 0.907 0.053
H 2.193 0.687 0.927 0.071
H -3.260 -4.603 2.291 0.066
H -2.114 1.457 -2.960 0.119
H 3.708 1.430 -2.018 0.118
H 2.610 -3.853 -1.576 0.089
H -2.580 -3.876 4.246 0.094
H 0.131 0.198 4.613 0.107
H 3.403 3.495 0.976 0.097
H -0.723 -0.884 6.659 0.088
```

- multiplicity = 2
- gap between HOMO and LUMO (alpha / beta) (eV) = 4.016 / 3.793
- HOMO level (alpha / beta) (eV) = 0.67 / 0.88
- total charge = -2
- strongest force on any atom (eV/Å) = 0.7
- energy relative to the best compared isomer or geometry (same formula, charge and spin) (kJ/mol) = 132.42

=====

- Number 5 is which compound?
  C37H38IrN4O2